The following is a quantum chemistry calculation of a structure of composition C3H2MnO3, from OMol25.

Geometry as XYZ:
```
9
Properties=species:S:1:pos:R:3:mulliken_charge:R:1
C 0.58100 -1.99017 -0.63230 -0.5227
C 1.26349 -0.94868 -1.02911 0.9315
O 1.49513 0.20786 -1.08025 -0.1101
C -1.00713 1.08049 0.78703 0.6254
O -1.47120 0.03460 0.94025 -0.2496
O -0.74729 2.21391 0.95910 -0.4568
H 0.80681 -2.98726 -1.00461 0.3533
Mn -0.61228 4.10307 1.00497 1.0783
H -0.30852 -1.71381 0.05492 0.3506
```

Values from the calculation:
spin multiplicity	6
charge	+2
⟨S²⟩	8.769
electronic energy	-40582.3587	eV
ΔE to the lowest compared entry with this formula, charge and spin	0.0000	eV
HOMO-LUMO gap (spin up / spin down)	6.555 / 1.780	eV
molecular weight	141.0	g mol⁻¹